a | This record from the Open Molecules 2025 dataset describes C4H11NOSn as an isolated structure. The level of theory is ωB97M-V with the def2-TZVPD basis set.

The calculation puts the HOMO-LUMO gap at 5.525 eV. The net charge is +2.

Last column: Löwdin charge in e.
Cartesian coordinates (Å):
Sn (-1.645, -1.277, 2.770)  1.70
C (-0.845, 2.063, -0.615)  -0.01
C (-0.612, 0.722, 0.169)  -0.46
C (0.072, -0.385, -0.559)  -0.19
O (0.479, -1.448, 0.313)  -0.28
C (1.207, -2.464, -0.361)  -0.07
N (0.168, 1.198, 1.321)  0.09
H (-1.184, 2.889, 0.015)  0.09
H (-1.711, 1.904, -1.262)  0.10
H (0.068, 2.435, -1.074)  0.11
H (-1.614, 0.386, 0.516)  0.07
H (0.960, -0.053, -1.104)  0.16
H (-0.646, -0.828, -1.255)  0.15
H (2.253, -2.280, -0.610)  0.11
H (0.691, -2.679, -1.302)  0.10
H (1.178, -3.416, 0.167)  0.10
H (0.009, 2.133, 1.674)  0.10
H (1.172, 1.101, 1.196)  0.12

=====

b | This record from the Open Molecules 2025 dataset describes C4H11NOSn as an isolated structure. The level of theory is ωB97M-V with the def2-TZVPD basis set.

The calculation puts the HOMO-LUMO gap at 9.345 eV. The net charge is +2.

Last column: Löwdin charge in e.
Cartesian coordinates (Å):
Sn (-0.848, -1.135, -2.113)  1.71
C (-0.766, 0.082, 2.141)  -0.02
C (-0.786, 0.109, 0.646)  -0.44
C (0.544, 0.449, -0.004)  -0.11
O (0.366, 0.338, -1.422)  -0.47
C (1.542, 0.511, -2.119)  -0.09
N (-1.385, -1.103, 0.125)  -0.03
H (-0.010, -0.591, 2.545)  0.11
H (-1.695, -0.182, 2.647)  0.11
H (-0.406, 1.033, 2.532)  0.11
H (-1.460, 0.952, 0.493)  0.16
H (1.243, -0.322, 0.321)  0.16
H (0.871, 1.454, 0.264)  0.18
H (1.429, 0.209, -3.160)  0.10
H (2.339, -0.101, -1.696)  0.13
H (1.772, 1.574, -2.189)  0.14
H (-2.074, -1.461, 0.771)  0.15
H (-0.677, -1.817, 0.218)  0.09

=====

Energies relative to the minimum, hartree: a 0.0992; b 0.0000

=====

a | This record from the Open Molecules 2025 dataset describes one molecule with the formula C5H9FO. The level of theory is ωB97M-V with the def2-TZVPD basis set.

The calculation puts the HOMO-LUMO gap at 10.221 eV. The net charge is 0.

Last column: Löwdin charge in e.
Cartesian coordinates (Å):
O (1.163, 0.984, -1.570)  -0.06
C (0.150, 1.527, -0.944)  -0.40
C (-0.855, 0.638, -0.246)  -0.15
C (-0.179, -0.082, 0.983)  -0.20
C (-0.488, -1.632, 0.966)  -0.04
C (0.815, -1.116, 0.553)  -0.34
F (1.423, -1.267, -0.649)  0.05
H (1.286, 0.017, -1.223)  0.06
H (-0.349, 2.170, -1.795)  0.15
H (0.525, 2.222, -0.233)  0.09
H (-1.809, 1.191, 0.005)  0.14
H (-0.949, -0.257, -0.820)  0.07
H (-0.184, 0.745, 1.764)  0.16
H (-1.318, -1.761, 0.027)  0.17
H (-0.856, -2.231, 1.900)  0.13
H (1.626, -1.145, 1.283)  0.16

=====

b | This record from the Open Molecules 2025 dataset describes one molecule with the formula C5H9FO. The level of theory is ωB97M-V with the def2-TZVPD basis set.

The calculation puts the HOMO-LUMO gap at 9.239 eV. The net charge is 0.

Last column: Löwdin charge in e.
Cartesian coordinates (Å):
C (-2.351, -0.443, 0.028)  -0.10
C (-0.819, -0.388, -0.050)  -0.21
C (-0.210, 0.997, -0.038)  -0.26
F (-1.137, 1.981, -0.040)  0.03
C (1.052, 1.448, -0.005)  -0.09
O (2.224, 0.774, 0.017)  -0.11
C (2.197, -0.585, -0.032)  -0.14
H (-2.683, -1.488, 0.004)  0.08
H (-2.618, 0.117, 0.931)  0.08
H (-2.822, 0.098, -0.802)  0.08
H (-0.410, -1.006, -0.867)  0.10
H (-0.437, -0.947, 0.833)  0.11
H (1.356, 2.497, 0.102)  0.14
H (1.768, -1.067, 0.884)  0.10
H (1.663, -1.018, -0.886)  0.09
H (3.227, -0.968, -0.080)  0.10

=====

Energies relative to the minimum, hartree: a 0.0756; b 0.0000

=====

a | This record from the Open Molecules 2025 dataset describes one molecule with the formula C5H9FO. The level of theory is ωB97M-V with the def2-TZVPD basis set.

The calculation puts the HOMO-LUMO gap at 9.805 eV. The net charge is 0.

Last column: Löwdin charge in e.
Cartesian coordinates (Å):
C (2.923, 0.159, -0.205)  0.02
C (1.706, 0.434, 0.208)  -0.26
O (0.590, 0.167, -0.456)  -0.03
C (-0.739, 0.476, 0.068)  -0.53
C (-1.622, 0.387, -1.143)  0.00
C (-1.208, -0.331, 1.280)  0.02
F (-0.564, 1.861, 0.325)  0.00
H (3.833, 0.402, 0.294)  0.05
H (3.197, -0.260, -1.096)  0.02
H (1.637, 0.851, 1.251)  0.14
H (-2.572, 0.807, -0.939)  0.08
H (-1.700, -0.704, -1.456)  0.12
H (-1.138, 0.894, -2.004)  0.11
H (-2.168, -0.228, 1.669)  0.06
H (-1.241, -1.331, 0.847)  0.09
H (-0.397, -0.312, 2.099)  0.12

=====

b | This record from the Open Molecules 2025 dataset describes one molecule with the formula C5H9FO. The level of theory is ωB97M-V with the def2-TZVPD basis set.

The calculation puts the HOMO-LUMO gap at 10.197 eV. The net charge is 0.

Last column: Löwdin charge in e.
Cartesian coordinates (Å):
C (1.973, -0.419, -0.675)  0.00
C (1.096, -0.993, 0.117)  -0.19
C (0.173, -0.264, 1.043)  -0.17
C (-0.801, 0.658, 0.393)  -0.43
O (-0.212, 1.724, -0.288)  -0.04
C (-1.567, -0.051, -0.657)  -0.18
F (-2.418, -1.032, -0.165)  -0.03
H (2.763, -1.055, -1.073)  0.06
H (1.832, 0.627, -0.959)  0.07
H (0.895, -2.125, 0.124)  0.13
H (0.726, 0.438, 1.729)  0.14
H (-0.343, -0.966, 1.582)  0.08
H (-1.454, 1.061, 1.217)  0.17
H (0.368, 2.266, 0.311)  0.13
H (-2.126, 0.647, -1.273)  0.12
H (-0.902, -0.517, -1.424)  0.14

=====

Energies relative to the minimum, hartree: a 0.0000; b 0.0118